## i
This record from the Open Molecules 2025 dataset describes a molecular structure, C9H34O8. The level of theory is ωB97M-V/def2-TZVPD.

2S+1: 1
LUMO energy, Eh: -0.005
HOMO energy, Eh: -0.301
Orbital gap, eV: 8.05
Net charge: 0

Last column: Löwdin charge in e.
Cartesian coordinates (Å):
O 3.730 1.722 0.256  -0.06
O 0.836 -2.041 -1.390  -0.11
O -0.799 -0.734 3.014  -0.16
O -0.275 0.624 -0.278  -0.23
O 1.116 0.715 -1.762  -0.10
O -3.712 -0.330 2.241  -0.04
O -2.482 2.177 -1.966  -0.12
O -2.062 3.545 0.488  -0.08
C 1.542 -3.142 -0.850  -0.30
C -2.598 -0.815 1.553  -0.24
C 1.239 2.139 -1.646  -0.09
C -1.609 2.195 0.371  -0.16
C 0.597 -1.031 2.966  -0.16
C 2.676 0.815 0.185  -0.17
C -0.237 -0.584 0.497  -0.07
C 0.831 -4.514 -0.829  -0.05
C -1.117 1.839 -2.006  -0.20
H 1.134 -0.110 2.737  0.08
H 1.620 0.345 -2.490  0.17
H 0.928 -1.284 3.973  0.09
H 0.546 2.639 -0.971  0.11
H 1.780 -2.784 0.152  0.09
H -0.250 -4.373 -0.812  0.08
H 2.583 -3.210 -1.168  0.11
H 2.327 0.650 1.204  0.09
H -2.191 1.791 -0.457  0.06
H 1.736 1.186 -0.224  0.04
H -1.876 -0.009 1.417  0.03
H -2.020 -1.560 2.099  0.08
H -1.210 -1.600 3.057  0.07
H -0.567 2.029 0.099  0.06
H -1.198 -0.883 0.915  0.00
H 2.901 -0.193 -0.165  0.10
H 0.076 -1.450 -0.086  0.07
H -2.660 2.948 -2.510  0.10
H -2.946 3.609 0.118  0.07
H 3.977 1.933 -0.647  0.08
H -4.082 0.398 1.737  0.09
H 0.896 -1.846 2.308  0.09
H -1.909 1.505 1.160  0.09
H 1.408 -1.275 -1.474  0.05
H -0.539 2.761 -1.949  0.08
H 1.163 -5.168 -0.023  0.08
H -0.999 1.342 -2.969  0.11
H 0.428 -0.444 1.349  0.03
H -0.773 1.093 -1.288  -0.05
H 2.213 2.347 -1.202  0.09
H 0.455 0.736 -0.891  -0.19
H 1.134 2.560 -2.646  0.13
H 1.040 -5.034 -1.764  0.07
H -2.799 -1.231 0.566  0.12

***

## ii
This record from the Open Molecules 2025 dataset describes 8 unconnected molecules or ions with the total composition C9H34O8. The level of theory is ωB97M-V/def2-TZVPD.

2S+1: 1
LUMO energy, Eh: 0.008
HOMO energy, Eh: -0.357
SMILES string: CC(C)O.CC(C)O.CC(C)O.O.O.O.O.O
Orbital gap, eV: 9.92
Net charge: 0

Last column: Löwdin charge in e.
Cartesian coordinates (Å):
O -2.476 8.563 -12.787  -0.10
O 1.277 13.599 -14.939  -0.06
O -3.663 17.896 -13.954  -0.08
O -2.771 11.450 -12.725  -0.02
O -1.594 13.343 -14.012  -0.06
O -5.084 11.703 -14.286  -0.06
O -3.988 14.496 -14.609  -0.05
O -0.097 15.138 -11.929  -0.04
C -1.701 9.069 -14.985  -0.03
C -4.247 16.695 -11.827  -0.05
C -2.475 6.771 -14.321  -0.05
C -5.203 10.811 -15.287  -0.49
C -3.746 18.040 -12.469  -0.43
C -4.718 19.193 -12.281  -0.07
C -1.714 7.991 -13.886  -0.44
C -6.514 11.251 -16.029  -0.02
C -5.249 9.363 -14.629  -0.04
H -4.246 11.427 -13.907  0.03
H -7.273 10.598 -15.599  0.07
H -5.538 19.172 -12.997  0.09
H -4.337 9.203 -14.053  0.03
H -3.466 16.960 -14.038  0.04
H -3.677 11.455 -12.415  0.07
H -6.353 11.180 -17.105  0.07
H -5.094 16.425 -12.457  0.08
H -6.082 9.261 -13.933  0.08
H -2.766 18.387 -12.141  0.12
H -1.265 9.973 -14.557  0.08
H -0.726 7.697 -13.532  0.14
H -3.457 13.704 -14.689  -0.01
H -0.401 15.734 -11.245  0.03
H 0.757 15.484 -12.187  0.04
H -5.234 8.534 -15.336  0.08
H -4.612 16.652 -10.801  0.07
H 1.392 12.859 -15.535  0.02
H 0.423 13.451 -14.534  -0.02
H -1.963 12.507 -13.727  -0.02
H -1.822 13.957 -13.314  0.03
H -2.489 10.540 -12.625  0.03
H -4.338 10.843 -15.949  0.13
H -2.403 7.955 -12.048  0.10
H -3.582 15.839 -11.942  0.06
H -4.849 14.180 -14.334  0.03
H -4.934 19.104 -11.216  0.07
H -6.732 12.298 -15.817  0.07
H -3.118 6.495 -13.486  0.08
H -1.815 5.971 -14.656  0.09
H -0.982 8.898 -15.786  0.09
H -4.134 20.111 -12.345  0.07
H -2.697 9.194 -15.408  0.06
H -3.199 7.069 -15.080  0.07

***

Quick ranking, most stable first: ii, i.

***

## i
This record from the Open Molecules 2025 dataset describes C8H18O in the gas phase. The level of theory is ωB97M-V/def2-TZVPD.

2S+1: 1
LUMO energy, Eh: 0.038
HOMO energy, Eh: -0.375
SMILES string: CCCCCCCCO
Orbital gap, eV: 11.25
Net charge: 0

Last column: Löwdin charge in e.
Cartesian coordinates (Å):
O 4.442 -0.830 0.669  -0.06
C 2.433 -0.239 -0.617  -0.20
C 1.860 0.784 0.366  -0.22
C -2.005 0.342 0.028  -0.24
C -0.553 -0.055 0.282  -0.23
C 0.396 1.126 0.085  -0.22
C 3.960 -0.323 -0.552  -0.29
C -2.963 -0.836 0.192  -0.28
C -4.405 -0.436 -0.092  -0.12
H 0.092 1.936 0.752  0.11
H 1.944 0.404 1.388  0.11
H 4.130 -0.260 1.380  0.08
H -2.096 0.739 -0.986  0.12
H -4.505 -0.069 -1.112  0.07
H -2.668 -1.637 -0.489  0.11
H -5.071 -1.287 0.033  0.07
H -4.724 0.352 0.587  0.07
H 2.153 0.041 -1.635  0.12
H 2.023 -1.228 -0.407  0.11
H -2.291 1.139 0.720  0.12
H 4.392 0.671 -0.749  0.12
H -0.454 -0.434 1.302  0.12
H -2.887 -1.223 1.211  0.11
H 2.447 1.705 0.299  0.11
H 0.306 1.493 -0.940  0.11
H -0.284 -0.862 -0.401  0.11
H 4.326 -1.013 -1.315  0.12

***

## ii
This record from the Open Molecules 2025 dataset describes 2 unconnected molecules or ions with the total composition C8H18O. The level of theory is ωB97M-V/def2-TZVPD.

2S+1: 1
LUMO energy, Eh: 0.041
HOMO energy, Eh: -0.364
SMILES string: C1CCOC1.CCCC
Orbital gap, eV: 11.01
Net charge: 0

Last column: Löwdin charge in e.
Cartesian coordinates (Å):
O 1.888 0.120 0.463  -0.17
C 0.398 -1.292 -2.431  -0.12
C -0.861 -0.703 -1.797  -0.29
C -2.496 -0.807 0.145  -0.12
C -1.237 -1.396 -0.490  -0.29
C 1.699 1.481 0.090  -0.21
C 1.680 0.112 1.872  -0.21
C 0.463 1.015 2.112  -0.16
C 0.476 1.958 0.885  -0.16
H -0.467 0.416 2.138  0.10
H 1.252 -1.193 -1.740  0.06
H 0.645 -0.772 -3.372  0.07
H 2.598 2.071 0.353  0.12
H -2.343 0.264 0.364  0.06
H 0.245 -2.362 -2.651  0.07
H -1.395 -2.473 -0.690  0.11
H -0.448 1.838 0.286  0.09
H -2.743 -1.326 1.086  0.07
H -1.707 -0.792 -2.505  0.11
H -0.703 0.375 -1.596  0.09
H 0.539 1.561 3.072  0.11
H 1.578 1.523 -1.010  0.12
H -0.391 -1.307 0.218  0.09
H 1.545 -0.938 2.193  0.13
H 0.559 3.026 1.166  0.11
H 2.576 0.509 2.386  0.12
H -3.350 -0.906 -0.546  0.07

***

Quick ranking, most stable first: i, ii.

***

## i
This record from the Open Molecules 2025 dataset describes 2 unconnected molecules or ions with the total composition C5H12Si. The level of theory is ωB97M-V/def2-TZVPD.

2S+1: 1
LUMO energy, Eh: 0.001
HOMO energy, Eh: -0.311
SMILES string: C=[SiH2].C/C=C/C
Orbital gap, eV: 8.51
Net charge: 0

Last column: Löwdin charge in e.
Cartesian coordinates (Å):
Si -3.258 -0.581 -0.038  0.68
C 1.192 -0.418 -1.554  -0.09
C 2.803 1.038 1.714  -0.08
C 1.915 0.181 0.792  -0.18
C 1.787 0.477 -0.477  -0.20
C -4.927 -0.974 -0.592  -0.31
H -5.658 -0.758 0.134  -0.08
H -4.955 -0.848 -1.683  -0.05
H 2.028 -0.572 -2.124  0.03
H 2.599 1.994 1.526  0.02
H 3.855 0.734 1.626  0.09
H 0.692 -1.323 -0.952  0.13
H 2.453 0.921 2.699  0.05
H -2.289 -0.060 -0.914  -0.16
H -2.585 -0.843 1.411  -0.08
H 1.507 -0.661 1.136  0.05
H 2.346 1.457 -0.673  0.13
H 0.496 0.235 -2.032  0.05

***

## ii
This record from the Open Molecules 2025 dataset describes 2 unconnected molecules or ions with the total composition C5H12Si. The level of theory is ωB97M-V/def2-TZVPD.

2S+1: 1
LUMO energy, Eh: 0.037
HOMO energy, Eh: -0.367
SMILES string: C[SiH2]C.C#CC
Orbital gap, eV: 11.01
Net charge: 0

Last column: Löwdin charge in e.
Cartesian coordinates (Å):
Si -1.722 0.652 -0.178  0.58
C -3.525 1.334 -0.158  -0.30
C -1.576 -0.618 1.251  -0.28
C 2.473 -1.495 0.311  0.07
C 3.299 -0.978 -0.380  -0.24
C 4.375 -0.195 -0.898  -0.14
H 5.212 -0.770 -1.495  0.12
H 3.999 0.618 -1.567  0.08
H -4.367 0.650 -0.095  0.01
H -3.649 1.722 -1.198  0.01
H -1.944 -0.116 2.132  0.00
H -3.941 2.126 0.551  0.04
H -2.329 -1.486 1.130  0.06
H -1.669 -0.161 -1.481  -0.04
H -0.683 -1.049 1.522  -0.05
H 1.801 -2.289 0.713  0.05
H 4.831 0.336 -0.065  0.07
H -0.585 1.721 -0.094  -0.04

***

Quick ranking, most stable first: ii, i.

***

## i
This record from the Open Molecules 2025 dataset describes C5H12Si in the gas phase. The level of theory is ωB97M-V/def2-TZVPD.

2S+1: 1
LUMO energy, Eh: 0.038
HOMO energy, Eh: -0.296
SMILES string: CC[Si@H]1C[C@@H]1C
Orbital gap, eV: 9.08
Net charge: 0

Last column: Löwdin charge in e.
Cartesian coordinates (Å):
Si 0.007 -0.471 0.495  0.83
C -0.980 1.217 0.678  -0.23
C -2.825 -0.396 -0.314  -0.16
C -1.509 0.297 -0.493  -0.47
C 1.863 -0.352 -0.718  -0.28
C 2.780 0.581 0.067  -0.21
H 2.150 -1.456 -0.522  0.06
H -2.743 -0.987 -1.164  0.04
H -0.299 -1.629 1.420  -0.05
H -1.648 1.491 1.378  0.00
H 3.614 0.598 -0.627  0.06
H 1.651 -0.159 -1.746  0.03
H -3.007 -0.906 0.611  0.06
H -1.292 0.602 -1.498  0.08
H 3.098 0.126 0.964  0.05
H -3.630 0.350 -0.493  0.08
H -0.398 2.091 0.395  0.04
H 2.347 1.549 0.116  0.05

***

## ii
This record from the Open Molecules 2025 dataset describes 2 unconnected molecules or ions with the total composition C5H12Si. The level of theory is ωB97M-V/def2-TZVPD.

2S+1: 1
LUMO energy, Eh: 0.033
HOMO energy, Eh: -0.319
SMILES string: C=C(C)[SiH3].C=C
Orbital gap, eV: 9.58
Net charge: 0

Last column: Löwdin charge in e.
Cartesian coordinates (Å):
Si -0.652 2.392 0.606  0.72
C -0.696 0.535 -0.404  -0.44
C 2.110 -1.290 0.409  -0.04
C 0.863 -1.665 0.619  -0.11
C -1.525 -0.660 -0.145  -0.18
C 0.193 0.331 -1.433  -0.08
H -1.182 -0.978 0.801  0.03
H 0.352 -2.183 -0.178  0.06
H 0.547 -1.655 1.622  0.06
H 0.190 -0.542 -2.033  0.05
H 2.520 -0.786 1.216  0.04
H 0.760 1.221 -1.733  0.05
H -1.903 2.745 1.293  -0.10
H 2.450 -1.195 -0.527  0.01
H -2.549 -0.439 0.056  0.07
H -1.373 -1.494 -0.789  0.06
H 0.627 2.446 1.241  -0.11
H -0.731 3.215 -0.620  -0.09

***

Quick ranking, most stable first: i, ii.